A cluster of 9 separate species, C49H118N8O9 in total at a distorted geometry, computed with ωB97M-V/def2-TZVPD.

Geometry as XYZ:
```
184
Properties=species:S:1:pos:R:3:forces:R:3:mulliken_charge:R:1
C 14.839 15.104 22.855 0.6 -0.9 -0.8 -1.47
C 15.650 13.754 22.667 -1.5 -0.5 -1.3 1.74
C 15.509 13.249 21.172 -0.8 -0.3 1.2 -1.04
C 17.146 14.013 22.808 0.4 0.2 0.8 -0.94
C 17.608 14.187 24.253 -1.1 -0.5 0.6 -1.12
C 17.071 13.012 25.129 -0.1 0.5 -0.6 -1.47
C 15.538 12.775 25.000 0.2 0.0 0.4 1.67
C 15.312 11.449 25.670 -0.7 -1.8 -0.6 -2.08
C 14.682 13.782 25.772 0.3 0.9 0.8 -1.62
N 15.161 12.674 23.572 3.2 -0.4 0.2 0.63
O 13.862 12.263 23.427 -1.6 1.6 0.3 -0.29
H 14.653 15.561 21.883 0.1 0.0 -0.2 0.29
H 13.850 14.909 23.270 0.2 0.1 0.4 0.16
H 15.456 15.809 23.412 -0.5 0.1 0.4 0.36
H 15.986 12.279 21.028 0.5 0.1 0.2 0.65
H 14.466 13.027 20.947 -0.2 0.4 -0.1 -0.45
H 15.904 13.976 20.463 0.0 0.1 0.1 -0.17
H 17.809 13.283 22.342 -0.5 -0.5 -0.2 0.51
H 17.282 14.930 22.234 0.3 0.2 0.0 0.26
H 18.692 14.268 24.324 -0.1 0.1 0.0 0.50
H 17.130 15.096 24.621 0.3 0.2 0.3 0.31
H 17.287 13.107 26.193 0.0 0.6 0.1 0.52
H 17.580 12.077 24.898 0.0 -0.1 -0.6 0.44
H 14.266 11.142 25.670 -0.4 0.6 0.6 0.33
H 15.760 11.352 26.658 -0.2 0.3 0.0 0.43
H 15.667 10.620 25.057 0.9 0.1 -0.2 0.45
H 13.619 13.548 25.710 0.0 0.4 -0.8 0.25
H 14.965 14.814 25.567 -0.6 0.1 -0.7 0.36
H 14.805 13.817 26.854 0.6 -0.8 0.3 0.46
H 13.802 11.398 23.016 0.4 -0.4 -0.5 0.44
C 19.236 12.548 18.251 0.6 -0.2 -1.0 -2.18
C 19.650 14.022 18.155 -1.1 0.6 -1.8 2.56
C 19.298 14.636 16.718 0.1 -0.1 0.2 -1.36
C 18.813 14.670 19.255 -0.9 -0.3 0.7 -0.46
C 19.118 16.085 19.584 -0.1 0.3 0.0 -0.70
C 20.593 16.223 19.837 -0.2 1.0 0.2 -1.42
C 21.541 15.610 18.818 0.3 0.3 -0.4 1.56
C 21.726 16.605 17.578 -0.6 -1.7 0.6 -1.52
C 22.850 15.407 19.583 0.9 0.4 -1.2 -2.19
N 21.051 14.254 18.460 -0.1 0.2 1.8 0.58
O 21.994 13.428 17.808 -0.5 0.6 -0.8 -0.50
H 18.164 12.401 18.389 0.0 0.5 0.4 0.22
H 19.410 12.040 17.302 0.5 -0.2 0.1 0.36
H 19.788 12.080 19.066 -0.1 -0.2 -0.1 0.56
H 18.506 14.171 16.130 -0.4 -0.4 0.5 0.24
H 19.020 15.688 16.776 0.0 0.1 0.2 -0.19
H 20.144 14.599 16.031 0.4 -0.1 0.3 0.48
H 17.742 14.599 19.065 -0.1 -0.3 -0.6 -0.23
H 18.929 14.040 20.137 0.3 0.0 0.3 0.28
H 18.719 16.731 18.802 0.5 0.2 -0.5 0.00
H 18.567 16.480 20.437 -0.1 -0.4 0.4 0.43
H 20.891 15.831 20.809 -0.4 -0.1 0.2 0.35
H 20.726 17.304 19.883 0.8 0.1 0.0 0.46
H 20.753 17.014 17.304 0.0 0.1 0.1 0.20
H 22.015 15.930 16.772 0.4 0.4 -0.3 0.33
H 22.427 17.426 17.729 0.1 -0.3 0.2 0.45
H 23.629 15.135 18.870 0.1 -0.4 0.0 0.45
H 22.783 14.656 20.371 -0.2 0.1 -0.1 0.46
H 23.224 16.351 19.977 -0.3 0.1 0.3 0.45
H 22.280 12.800 18.476 0.0 0.0 0.2 0.33
C 16.657 17.654 15.958 0.4 0.1 1.2 -2.17
C 15.474 18.247 15.221 -0.6 1.1 -1.9 1.72
C 16.013 18.981 13.941 1.2 -1.2 -0.2 -1.88
C 14.636 16.930 14.785 0.2 1.8 0.3 -0.67
C 13.308 17.385 14.194 0.6 -0.3 1.5 -0.69
C 12.524 18.212 15.226 0.5 0.6 -0.4 -1.11
C 13.221 19.516 15.728 -0.5 -0.4 -0.5 1.47
C 12.969 20.533 14.616 -0.5 0.9 0.7 -1.96
C 12.477 19.869 17.092 1.9 0.1 -1.2 -1.72
N 14.666 19.320 15.915 -0.9 -3.1 1.1 0.44
O 15.373 20.373 16.464 0.1 -0.1 0.2 -0.48
H 17.133 16.871 15.367 -0.2 0.0 -0.3 0.36
H 17.474 18.306 16.266 -0.2 0.5 -0.2 0.61
H 16.317 17.180 16.879 -0.1 -0.1 0.1 0.36
H 16.908 19.564 14.160 -0.1 0.3 0.4 0.47
H 16.422 18.200 13.300 0.0 0.0 -0.4 0.39
H 15.384 19.624 13.325 -0.5 -0.3 0.4 0.28
H 15.197 16.384 14.027 0.4 0.3 -0.1 0.59
H 14.592 16.225 15.615 -0.5 0.2 0.3 -0.13
H 13.610 17.993 13.341 -0.6 0.0 -0.3 0.33
H 12.726 16.513 13.896 -0.2 0.1 -0.3 0.24
H 12.199 17.694 16.128 0.1 -0.7 -0.3 0.31
H 11.654 18.574 14.678 -0.4 -0.1 0.4 0.47
H 11.892 20.683 14.534 -0.1 -0.1 -0.3 0.51
H 13.378 20.241 13.649 0.0 0.0 0.1 0.32
H 13.330 21.516 14.919 0.4 0.1 -0.2 0.43
H 12.889 19.105 17.752 -0.5 0.0 0.4 0.41
H 11.390 19.889 17.026 0.1 -0.3 -0.1 0.31
H 12.838 20.835 17.444 -0.1 0.1 0.1 0.37
H 15.542 21.007 15.764 0.1 0.3 -0.5 0.35
C 12.903 14.362 9.635 -0.5 0.5 -1.2 -0.80
O 13.878 14.105 10.596 -0.9 -1.0 1.1 -0.38
C 13.287 13.427 11.751 1.0 1.0 -0.7 -0.70
C 14.393 13.301 12.799 1.3 -0.9 -2.8 1.15
C 15.463 12.309 12.275 0.5 0.7 0.3 -1.79
N 13.973 12.727 14.012 -0.8 0.7 1.2 -0.15
H 12.619 13.543 8.974 0.4 -0.7 0.1 0.31
H 13.248 15.137 8.951 0.2 0.1 0.2 0.30
H 11.936 14.692 10.014 0.0 0.3 0.6 0.30
H 12.468 14.061 12.092 -0.3 0.1 0.3 0.60
H 12.878 12.448 11.503 0.1 -0.2 -0.3 0.31
H 14.777 14.307 12.968 0.3 0.0 0.0 -0.62
H 16.226 12.322 13.052 0.4 -0.1 -0.3 0.41
H 15.897 12.494 11.292 -0.1 0.4 0.1 0.42
H 15.090 11.285 12.248 -0.4 0.0 0.1 0.40
H 13.580 11.820 13.801 -0.3 -0.2 0.2 0.28
H 13.180 13.317 14.221 -0.6 -0.3 0.9 -0.36
C 10.513 15.064 21.899 -0.2 -0.1 -0.8 -0.35
O 10.476 15.588 20.555 -0.6 0.5 1.4 -0.48
C 10.635 14.604 19.578 1.8 0.6 -0.1 -0.20
C 12.194 14.355 19.365 -1.6 0.5 0.2 2.51
C 13.068 15.557 18.947 0.2 0.5 1.2 -1.35
N 12.278 13.285 18.423 -0.2 -0.3 -0.3 1.67
H 10.233 15.826 22.625 0.2 0.2 -0.3 0.31
H 11.484 14.635 22.146 0.2 0.1 0.0 -0.06
H 9.779 14.264 21.997 -0.2 -0.2 0.0 0.28
H 10.088 13.704 19.856 0.3 -0.4 0.1 -0.11
H 10.176 14.945 18.650 0.1 0.3 -0.1 0.31
H 12.517 13.984 20.337 0.4 0.2 0.2 -1.28
H 12.953 16.016 17.965 -0.4 -0.5 -0.2 0.06
H 14.115 15.277 19.062 0.2 -0.4 -0.4 -0.16
H 13.033 16.391 19.648 -0.6 0.1 0.3 0.66
H 13.173 13.337 17.957 -0.3 -0.2 -0.5 -1.18
H 11.543 13.475 17.756 0.1 -0.3 -0.8 -0.26
C 13.637 8.982 23.130 0.6 0.6 -0.1 -0.87
O 13.129 9.968 22.192 -1.1 -0.9 0.6 -0.43
C 11.678 9.938 22.123 -1.2 0.2 0.7 -1.40
C 11.077 11.036 21.260 1.8 0.0 -1.7 2.09
C 9.577 10.999 21.042 -0.2 -0.4 1.8 -1.84
N 11.768 10.920 19.996 0.0 -0.5 -0.5 -0.53
H 14.700 8.848 22.929 -0.1 -0.2 -0.6 0.31
H 13.108 8.029 23.122 -0.1 0.1 -0.3 0.35
H 13.687 9.350 24.154 -0.7 0.3 0.2 0.24
H 11.292 8.978 21.778 0.5 -0.3 -0.2 0.54
H 11.189 10.120 23.081 0.6 -0.3 0.8 0.45
H 11.398 11.978 21.705 -0.5 0.4 0.6 -0.42
H 9.126 11.938 20.721 0.3 0.0 -0.1 0.35
H 9.243 10.832 22.066 -0.8 0.1 0.2 0.44
H 9.154 10.176 20.466 0.6 0.0 -0.3 0.32
H 12.756 10.883 20.201 0.3 0.0 -0.3 0.08
H 11.620 11.742 19.429 0.2 0.1 -0.3 -0.02
C 20.297 11.524 14.260 -0.4 -0.1 -0.9 -0.52
O 19.497 10.385 13.864 0.4 1.6 -0.9 -0.45
C 18.881 9.766 14.945 0.9 -1.3 1.1 -0.15
C 17.938 8.648 14.521 -1.2 -0.4 2.1 0.68
C 17.112 8.103 15.737 0.1 1.7 0.3 -1.01
N 18.541 7.430 13.996 0.4 0.7 -1.1 -0.77
H 21.127 11.218 14.897 -0.3 0.2 0.5 0.32
H 19.688 12.368 14.586 -0.3 -0.4 1.2 0.05
H 20.734 12.058 13.416 0.2 -1.0 -0.7 0.40
H 19.687 9.335 15.539 0.3 -0.5 0.4 0.42
H 18.431 10.438 15.676 -0.6 0.5 -0.4 -0.28
H 17.199 9.112 13.869 0.0 0.0 -0.5 0.14
H 16.361 7.358 15.476 0.2 0.0 -0.3 0.36
H 16.599 8.959 16.175 -0.4 0.0 0.1 0.01
H 17.717 7.720 16.559 0.4 -0.2 -0.3 0.33
H 17.872 7.172 13.284 0.0 -0.8 -0.2 0.29
H 19.347 7.688 13.445 0.5 0.0 -0.2 0.28
C 8.279 13.219 16.127 0.0 0.8 -1.4 -0.90
O 9.671 13.307 16.077 2.1 -0.1 0.3 -0.13
C 10.356 13.016 14.854 0.3 -0.5 0.3 -0.39
C 10.718 11.517 14.732 -0.2 -0.7 0.2 0.24
C 11.565 10.913 15.830 0.4 1.4 0.5 -0.62
N 11.443 11.224 13.504 -0.2 0.1 -0.9 -0.43
H 7.984 13.976 15.401 -1.0 -0.3 -0.4 0.40
H 7.876 13.588 17.070 0.4 -0.5 0.3 0.23
H 7.956 12.213 15.858 -0.5 0.1 0.2 0.27
H 9.862 13.324 13.932 -1.1 -0.1 0.0 0.64
H 11.224 13.670 14.776 0.4 -0.1 0.8 -0.39
H 9.779 10.979 14.861 -0.6 0.0 -0.7 0.29
H 11.019 11.059 16.762 0.4 -0.3 0.3 0.14
H 12.502 11.469 15.840 0.1 0.1 0.5 -0.39
H 11.868 9.879 15.670 -0.6 -0.1 -0.1 0.48
H 11.094 11.666 12.666 -0.4 0.4 0.0 0.23
H 11.427 10.241 13.275 0.0 -0.2 0.3 0.23
C 14.903 11.217 17.495 -0.3 0.6 0.5 -0.94
C 15.359 12.703 17.298 0.7 -1.5 -0.1 0.52
O 14.492 13.588 16.676 -0.8 0.5 -0.2 0.69
H 14.136 11.125 18.264 0.0 0.1 0.2 -0.30
H 15.766 10.620 17.792 0.1 0.1 0.2 0.53
H 14.476 10.704 16.633 0.2 0.5 -0.4 0.32
H 16.220 12.621 16.634 0.7 0.2 0.4 0.56
H 15.588 13.189 18.246 0.4 -0.4 0.2 -0.76
H 14.501 13.315 15.755 -0.4 -0.1 -0.9 -0.38
```
Forces are in eV/Å.

Output
Energy relative to the best compared isomer or geometry (same formula, charge and spin)   8.3 kJ/mol
Net charge   0
SMILES   CC1(C)CCCC(C)(C)N1O.CC1(C)CCCC(C)(C)N1O.CC1(C)CCCC(C)(C)N1O.COC[C@H](C)N.COC[C@H](C)N.COC[C@H](C)N.COC[C@H](C)N.COC[C@H](C)N.CCO
HOMO level   -7.69 eV
Orbital gap   8.13 eV
E_LUMO   0.0161 Eh
F_max   0.066 Eh/bohr

A structure of composition C39H31N5O5S2Sc at a distorted geometry, computed with ωB97M-V/def2-TZVPD.

Geometry as XYZ:
```
83
Properties=species:S:1:pos:R:3:forces:R:3:mulliken_charge:R:1
Sc 0.244 0.326 0.353 2.2 -0.7 1.1 -1.30
C 2.955 -4.801 1.811 0.0 0.0 0.0 -0.55
C 1.583 -4.867 1.613 0.0 -0.1 0.0 -0.80
C 0.932 -3.910 0.852 0.0 0.2 -0.2 0.50
C 1.651 -2.869 0.264 0.2 -0.2 0.2 -1.72
C 3.040 -2.828 0.442 -0.1 0.0 0.0 0.42
C 3.681 -3.776 1.221 0.1 -0.1 -0.1 -0.91
N 1.027 -1.843 -0.465 -0.2 0.7 -0.1 1.59
C 1.166 -1.866 -1.778 -0.1 0.1 0.2 0.43
C 1.606 -3.024 -2.506 0.1 -0.2 -0.2 -0.90
C 1.676 -3.026 -3.861 0.0 0.0 0.3 -0.70
C 1.331 -1.873 -4.617 -0.1 0.2 -0.2 -0.92
C 0.945 -0.739 -3.978 0.0 0.1 0.0 -0.92
C 0.890 -0.685 -2.560 0.2 -0.7 -0.2 0.48
N 0.714 0.449 -1.865 0.1 1.1 -0.5 2.35
N 0.650 1.552 -2.526 0.1 -0.8 -0.3 -1.73
C 0.554 2.680 -1.748 0.1 0.5 0.6 -0.07
C 0.603 3.919 -2.403 0.0 -0.2 0.0 -0.64
C 0.501 5.072 -1.658 0.0 -0.1 0.1 -0.42
C 0.336 4.969 -0.280 0.1 0.1 0.0 -0.89
C 0.331 3.710 0.291 0.0 0.1 0.3 -0.57
N 0.462 2.592 -0.410 -0.1 -0.5 -0.5 0.83
H 3.452 -5.542 2.425 0.0 0.0 0.0 0.36
H 1.014 -5.675 2.056 0.0 0.0 0.0 0.40
H -0.136 -3.965 0.684 0.0 0.0 0.0 0.45
H 3.595 -2.025 -0.028 0.0 0.0 0.0 0.46
H 4.753 -3.716 1.366 0.0 0.0 0.0 0.35
H 1.835 -3.916 -1.940 0.0 0.0 0.0 0.52
H 1.991 -3.923 -4.379 0.0 0.0 0.0 0.38
H 1.387 -1.909 -5.697 -0.1 0.0 0.0 0.37
H 0.681 0.160 -4.517 0.0 0.0 0.0 0.48
H 0.724 3.927 -3.476 0.0 0.0 0.0 0.50
H 0.547 6.040 -2.139 0.0 0.0 0.0 0.37
H 0.216 5.851 0.331 0.0 0.0 0.1 0.41
H 0.223 3.586 1.362 -0.1 0.0 0.0 0.53
O -2.466 2.235 -0.348 -0.1 -0.1 0.0 -0.82
S -2.257 1.038 0.433 -1.4 0.8 -0.1 1.11
O -3.469 0.465 0.991 0.2 -0.1 0.0 -0.76
O -1.205 1.266 1.499 -0.1 0.2 0.3 -0.59
O -1.536 -0.022 -0.408 -1.2 0.4 -0.5 0.27
C 4.710 1.245 0.802 0.0 0.1 0.0 -1.05
C 5.068 0.553 1.951 0.0 0.0 0.0 -0.85
C 4.096 -0.133 2.653 -0.1 -0.1 0.1 -0.73
C 2.771 -0.154 2.201 0.1 0.3 -0.3 0.53
C 2.356 0.597 1.078 0.9 0.0 0.2 0.97
C 3.380 1.289 0.413 -0.1 0.0 0.0 0.06
C 1.776 -1.040 2.838 -0.4 -0.1 0.1 1.61
C 2.142 -1.934 3.881 0.0 -0.1 0.1 -0.97
C 1.245 -2.821 4.378 0.0 0.1 0.0 -1.20
C -0.076 -2.826 3.887 -0.1 0.3 -0.2 1.18
C -1.063 -3.710 4.367 0.0 0.0 0.0 -0.80
C -2.345 -3.630 3.902 0.0 -0.1 0.1 -0.65
C -2.677 -2.671 2.930 0.0 0.0 -0.1 -0.87
C -1.730 -1.831 2.413 0.1 0.0 0.1 0.17
C -0.396 -1.880 2.879 -0.1 -0.2 0.4 -0.35
N 0.537 -1.025 2.365 0.3 0.2 -0.1 0.10
H 5.471 1.749 0.216 0.0 0.1 0.0 0.42
H 6.099 0.535 2.284 0.0 0.0 0.0 0.38
H 4.396 -0.658 3.551 0.0 0.0 0.0 0.31
H 3.136 1.877 -0.469 0.0 0.0 0.0 0.24
H 3.149 -1.928 4.266 0.0 0.0 0.0 0.29
H 1.524 -3.518 5.159 0.0 0.0 0.0 0.37
H -0.779 -4.449 5.107 0.0 0.0 0.1 0.41
H -3.108 -4.294 4.288 0.0 0.0 0.0 0.39
H -3.701 -2.592 2.588 0.0 0.0 -0.1 0.55
H -2.004 -1.102 1.675 -0.1 0.0 0.0 0.49
C -3.881 -3.229 -0.584 0.6 0.3 0.1 -1.35
S -2.228 -2.533 -1.050 -1.4 -0.9 -0.7 1.38
O -1.583 -3.631 -1.827 0.4 -0.3 0.2 -0.79
C -2.923 -1.467 -2.344 0.1 0.2 0.1 0.22
C -3.863 -0.483 -2.072 0.0 0.0 -0.1 -0.54
C -4.256 0.375 -3.085 0.0 0.0 0.0 -0.66
C -3.699 0.267 -4.353 0.0 0.0 -0.1 -0.62
C -2.763 -0.720 -4.616 0.0 0.0 0.0 -0.50
C -2.375 -1.591 -3.607 0.1 -0.3 0.1 -0.58
H -4.341 -3.683 -1.457 0.1 0.1 -0.1 0.42
H -4.487 -2.417 -0.188 -0.1 0.0 0.1 0.39
H -3.700 -3.980 0.182 0.0 0.0 0.1 0.40
H -4.235 -0.344 -1.068 -0.1 0.0 0.1 0.20
H -4.974 1.156 -2.871 0.0 0.0 0.0 0.39
H -3.980 0.966 -5.130 0.0 0.0 0.0 0.38
H -2.312 -0.801 -5.597 0.0 0.0 0.0 0.42
H -1.642 -2.369 -3.772 0.0 0.0 -0.1 0.45
```
Forces are in eV/Å.

Output
Energy relative to the best compared isomer or geometry (same formula, charge and spin)   6.5 kJ/mol
Net charge   -1
HOMO level   -4.45 eV
Orbital gap   6.04 eV
E_LUMO   0.0585 Eh
F_max   0.050 Eh/bohr

The ion C5H12FIN2 with charge +2 at a distorted geometry, computed with ωB97M-V/def2-TZVPD.

Geometry as XYZ:
```
21
Properties=species:S:1:pos:R:3:forces:R:3:mulliken_charge:R:1
C -1.194 -0.668 0.098 0.3 -3.3 -0.5 -0.56
C -1.582 0.696 -0.330 -1.3 3.1 -2.0 -0.77
C 0.684 1.528 -0.281 2.1 -1.7 -2.3 -0.98
C 0.265 -0.984 -0.304 1.0 4.3 -0.8 -0.60
C 1.202 0.083 0.310 -4.5 3.2 -1.8 0.16
N -0.674 1.759 0.271 1.0 -0.7 -2.3 -0.08
N 0.704 -2.287 0.194 2.2 1.9 4.1 0.03
F 1.012 0.300 1.616 -0.3 -0.9 2.5 -0.40
I 3.351 -0.148 -0.175 4.4 -0.2 -0.9 0.49
H -1.298 -0.820 1.196 0.0 0.4 -0.5 0.41
H -1.776 -1.563 -0.354 0.0 2.0 0.5 0.44
H -1.509 1.045 -1.411 0.0 -1.6 0.9 0.41
H -2.602 1.031 -0.125 0.0 -0.6 0.6 0.43
H 1.351 2.437 -0.271 -0.5 -1.0 1.2 0.48
H 0.596 1.434 -1.422 -0.3 0.0 1.6 0.42
H 0.497 -0.707 -1.446 -0.7 -1.9 2.1 0.27
H -0.821 2.707 -0.027 -1.3 0.6 -0.2 0.36
H -0.714 1.738 1.244 0.3 0.0 2.5 0.31
H 1.770 -2.317 0.235 -1.4 -0.8 -1.2 0.34
H 0.175 -2.928 -0.309 -0.4 -2.8 -0.8 0.37
H 0.563 -2.337 1.291 -0.6 -0.1 -2.5 0.47
```
Forces are in eV/Å.

Output
Net charge   +2
HOMO level (spin up / spin down)   -13.65 / -17.84 eV
Spin multiplicity   3
Orbital gap (spin up / spin down)   6.81 / 6.52 eV
E_LUMO (spin up / spin down)   -0.2514 / -0.4158 Eh
F_max   0.113 Eh/bohr

Look up the F_max of the first one. 0.066 Eh/bohr